Entry from the OMol25 dataset: 27 unconnected molecules or ions with the total composition C9H70NO27 at a distorted geometry (wB97M-V/def2-TZVPD).

Geometry as XYZ:
```
107
C9H70NO27, DFT wB97M-V/def2-TZVPD
C -1.043 -1.126 -2.268
C -0.231 -0.265 -1.298
C -1.160 0.941 -1.049
C -0.900 1.699 0.226
C -0.659 0.806 1.426
C 0.348 -0.341 1.153
N -0.089 -1.081 -0.060
O 0.579 -2.280 -0.288
C 0.186 -1.253 2.378
C 1.794 0.202 1.128
C 1.079 0.269 -1.853
H -1.920 -1.567 -1.788
H -0.489 -2.019 -2.574
H -1.335 -0.563 -3.158
H -2.163 0.525 -0.892
H -1.234 1.556 -1.947
H -1.759 2.375 0.287
H -0.129 2.476 0.115
H -1.650 0.431 1.700
H -0.335 1.401 2.282
H 0.314 -0.662 3.285
H 0.830 -2.132 2.381
H -0.814 -1.682 2.505
H 2.203 0.333 2.132
H 1.791 1.130 0.574
H 2.351 -0.596 0.638
H 1.412 1.189 -1.378
H 1.041 0.422 -2.937
H 1.848 -0.484 -1.668
O -2.949 -1.620 0.948
H -3.270 -2.350 0.409
H -2.024 -1.464 0.632
O -0.922 4.913 -1.992
H -0.663 4.417 -2.786
H -0.104 4.982 -1.472
O 2.480 -2.741 -2.620
H 2.175 -2.410 -3.477
H 1.889 -2.287 -1.987
O 2.428 -4.664 -0.146
H 1.862 -3.881 -0.208
H 2.781 -4.777 -1.037
O -3.726 4.269 -2.759
H -2.904 4.354 -2.253
H -4.426 4.341 -2.105
O 0.347 -4.640 1.764
H 1.145 -4.671 1.211
H -0.095 -3.829 1.476
O -4.347 1.149 1.173
H -3.693 0.569 0.764
H -3.833 1.712 1.770
O 2.201 3.269 1.582
H 1.988 2.313 1.567
H 1.614 3.675 0.919
O 0.219 4.022 -4.618
H -0.243 4.560 -5.276
H 0.956 4.573 -4.323
O 4.618 2.355 2.353
H 5.127 1.779 1.768
H 3.850 2.626 1.812
O -0.433 3.778 3.816
H -0.810 3.140 3.197
H -0.286 4.575 3.296
O 0.888 0.903 -5.427
H 0.301 1.576 -5.059
H 1.455 1.379 -6.043
O 1.417 5.122 -0.315
H 1.160 5.782 0.343
H 2.341 5.321 -0.512
O -2.344 1.436 4.591
H -2.341 0.474 4.478
H -2.635 1.575 5.496
O 5.286 -0.380 1.065
H 4.730 -1.125 1.354
H 5.713 -0.696 0.263
O -1.755 2.214 -5.369
H -1.141 1.726 -5.927
H -1.194 2.660 -4.715
O -0.277 -1.139 6.374
H -0.827 -1.933 6.195
H 0.488 -1.238 5.800
O -2.962 -2.023 -5.134
H -2.760 -1.729 -4.238
H -2.253 -1.658 -5.672
O -0.378 -5.345 -1.398
H -1.256 -5.729 -1.503
H -0.529 -4.454 -1.048
O 0.833 -2.052 -4.835
H 0.564 -2.123 -5.756
H 0.951 -1.101 -4.687
O -3.466 -1.600 3.596
H -3.300 -1.623 2.614
H -4.424 -1.560 3.678
O 3.429 -2.659 1.849
H 3.781 -3.537 1.660
H 2.648 -2.584 1.274
O -2.871 3.800 1.967
H -3.727 4.241 1.951
H -2.536 3.951 2.864
O 3.447 -0.933 4.600
H 3.817 -1.694 4.135
H 2.974 -1.309 5.350
O 0.763 -4.877 -4.067
H 0.813 -3.916 -4.154
H 0.274 -4.998 -3.239
O -1.792 -3.146 5.367
H -2.538 -2.769 4.859
H -1.584 -3.972 4.918
```

Output
Lowest unoccupied orbital energy   1.014 eV
Energy relative to the best compared isomer or geometry (same formula, charge and spin)   332.8 kJ/mol
M   624.64 g/mol
Electronic energy   -2471.18523 Ha
Charge   -1


Entry from the OMol25 dataset: 5 unconnected molecules or ions with the total composition C26H49BBr2O12 at a distorted geometry (wB97M-V/def2-TZVPD).

Geometry as XYZ:
```
90
C26H49BBr2O12, DFT wB97M-V/def2-TZVPD
C -4.701 -1.773 4.778
C -4.705 -2.988 3.837
C -3.620 -2.962 2.765
Br -1.898 -3.132 3.723
C -3.669 -1.793 1.757
C -4.866 -0.821 1.778
C -5.556 -0.536 0.431
C -6.699 -1.515 0.105
Br -6.338 -2.503 -1.557
O -3.861 -2.524 0.478
C -2.926 -2.207 -0.414
O -2.575 -2.836 -1.283
O -2.473 -0.965 -0.050
C -2.328 -1.142 1.376
B -1.738 0.109 2.175
C -0.652 1.035 1.537
O -2.176 0.339 3.470
H -4.164 -1.967 5.696
H -4.314 -0.880 4.308
H -5.731 -1.558 5.052
H -4.502 -3.843 4.471
H -5.688 -3.142 3.400
H -3.704 -3.876 2.208
H -5.661 -1.149 2.438
H -4.586 0.154 2.165
H -4.882 -0.396 -0.399
H -6.051 0.423 0.572
H -6.803 -2.212 0.925
H -7.612 -0.990 -0.103
H -1.486 -1.846 1.413
H 0.247 0.949 2.148
H -0.433 0.694 0.530
H -1.000 2.067 1.557
H -3.042 0.764 3.460
C 1.128 6.762 3.433
C 1.470 5.672 2.438
O 0.351 4.813 2.181
C -0.605 5.095 1.284
C -0.683 6.482 0.691
O -1.422 4.252 1.013
H 0.344 7.420 3.058
H 2.009 7.365 3.653
H 0.760 6.324 4.362
H 1.872 6.064 1.504
H 2.241 5.029 2.857
H -1.403 7.068 1.261
H -1.030 6.395 -0.336
H 0.268 7.008 0.662
C 2.301 1.841 -0.518
C 1.981 3.227 -1.022
O 2.794 4.224 -0.381
C 4.035 4.546 -0.781
C 4.736 3.666 -1.790
O 4.584 5.492 -0.279
H 3.330 1.559 -0.742
H 1.639 1.110 -0.977
H 2.183 1.794 0.566
H 2.060 3.302 -2.107
H 0.952 3.477 -0.765
H 5.366 2.954 -1.257
H 5.364 4.298 -2.415
H 4.067 3.123 -2.453
C -0.156 -4.831 -0.164
C 0.719 -4.606 -1.378
O 2.038 -5.134 -1.194
C 2.364 -6.422 -1.415
C 1.264 -7.439 -1.629
O 3.519 -6.751 -1.377
H -0.304 -5.893 0.039
H -1.129 -4.371 -0.311
H 0.310 -4.399 0.724
H 0.270 -4.998 -2.292
H 0.854 -3.537 -1.533
H 1.044 -7.923 -0.679
H 1.623 -8.185 -2.334
H 0.348 -7.025 -2.043
C 6.376 -0.095 -5.028
C 5.775 -0.494 -3.696
O 4.644 0.316 -3.360
C 3.394 0.075 -3.801
C 3.173 -0.941 -4.897
O 2.485 0.722 -3.354
H 5.671 -0.237 -5.847
H 7.269 -0.685 -5.236
H 6.647 0.961 -5.017
H 5.518 -1.553 -3.655
H 6.501 -0.321 -2.903
H 3.136 -0.422 -5.854
H 2.218 -1.430 -4.720
H 3.928 -1.723 -4.940
```

Output
Lowest unoccupied orbital energy   0.421 eV
M   724.29 g/mol
Electronic energy   -7095.89021 Ha


Entry from the OMol25 dataset: a molecular structure, C32H48P2Ru at a distorted geometry (wB97M-V/def2-TZVPD).

Geometry as XYZ:
```
83
C32H48P2Ru, DFT wB97M-V/def2-TZVPD
Ru 0.051 -0.648 0.696
C -0.343 -2.544 1.780
C 1.072 -2.820 1.540
C 0.951 -1.212 3.198
C -0.391 -1.576 2.860
C 1.840 -1.990 2.408
C -1.506 -3.403 1.430
H -1.287 -4.069 0.588
H -2.393 -2.805 1.179
H -1.765 -4.018 2.304
C -1.599 -1.217 3.634
H -2.441 -1.866 3.373
H -1.893 -0.180 3.440
H -1.391 -1.301 4.711
C 1.302 -0.202 4.212
H 0.980 -0.498 5.222
H 0.790 0.741 3.982
H 2.377 -0.003 4.239
C 3.312 -1.973 2.548
H 3.621 -2.534 3.441
H 3.689 -0.950 2.672
H 3.806 -2.422 1.680
C 1.597 -3.947 0.744
H 1.910 -4.762 1.412
H 2.475 -3.665 0.152
H 0.838 -4.353 0.069
C -1.626 0.205 -4.439
C -1.599 -1.137 -4.651
C -0.776 -1.766 -5.731
C 0.670 -1.181 -5.917
C 1.339 -0.678 -4.673
C 1.298 0.612 -4.295
C 0.452 1.642 -4.998
C -0.981 1.154 -5.395
H -1.316 -1.667 -6.689
H 0.634 -0.405 -6.699
H -0.666 -2.846 -5.549
H -0.943 0.726 -6.406
H -2.266 0.637 -3.668
H -2.336 -1.798 -4.180
H -1.635 2.038 -5.469
H 0.327 2.528 -4.358
H 2.019 0.989 -3.555
H 0.957 1.994 -5.913
H 1.287 -1.995 -6.335
H 1.977 -1.412 -4.162
P -1.233 -0.181 -1.058
P 1.693 0.910 0.135
C -0.301 1.159 -1.915
C 0.836 1.869 -1.158
H -1.015 1.886 -2.328
H 0.093 0.626 -2.792
H 1.603 2.199 -1.867
H 0.432 2.768 -0.676
C 2.331 2.034 1.399
H 3.054 1.513 2.050
H 1.494 2.384 2.020
H 2.829 2.899 0.931
C 3.113 -0.019 -0.494
H 3.575 0.516 -1.335
H 2.786 -1.017 -0.825
H 3.858 -0.150 0.307
C -2.895 0.250 -0.539
H -3.382 -0.661 -0.154
H -3.516 0.688 -1.331
H -2.770 0.965 0.289
C -1.032 -1.854 -1.741
H -0.063 -2.272 -1.422
H -1.025 -1.870 -2.828
H -1.843 -2.504 -1.388
C -0.558 0.986 1.655
C -0.883 1.820 2.544
C -1.306 2.724 3.553
C -1.617 4.067 3.244
C -2.009 4.966 4.242
C -2.115 4.543 5.574
C -1.822 3.215 5.905
C -1.425 2.314 4.913
H -1.543 4.396 2.208
H -2.239 5.996 3.977
H -2.410 5.247 6.344
H -1.908 2.879 6.935
H -1.207 1.284 5.189
```

Output
Lowest unoccupied orbital energy (alpha / beta)   -2.100 / -4.312 eV
⟨S²⟩   8.780
Energy relative to the best compared isomer or geometry (same formula, charge and spin)   0.0 kJ/mol
M   595.75 g/mol
Electronic energy   -2025.18254 Ha
2S+1   6
Charge   +1


Entry from the OMol25 dataset: a gas-phase ion, C8H11O (charge +1) at a distorted geometry (wB97M-V/def2-TZVPD).

Geometry as XYZ:
```
20
C8H11O, DFT wB97M-V/def2-TZVPD
C 1.593 -0.368 1.253
C -0.384 0.844 0.288
C 1.087 0.872 0.504
C 1.639 0.559 -0.874
C 1.778 -0.773 -1.011
C 1.425 -1.423 0.201
C -0.719 -0.584 -0.069
C -3.093 -0.080 -0.441
O -1.896 -0.992 -0.287
H 2.608 -0.149 1.358
H 1.238 -0.578 2.268
H -1.004 1.115 1.167
H -0.578 1.542 -0.514
H 1.519 1.897 0.688
H 1.887 1.324 -1.569
H 2.023 -1.306 -2.015
H 0.880 -2.301 0.370
H -3.771 -0.665 -1.001
H -3.535 0.201 0.531
H -2.695 0.866 -0.845
```

Output
Lowest unoccupied orbital energy (alpha / beta)   -4.874 / -4.874 eV
Energy relative to the best compared isomer or geometry (same formula, charge and spin)   135.4 kJ/mol
M   123.17 g/mol
Electronic energy   -386.24143 Ha
Charge   +1


Entry from the OMol25 dataset: C2H2N2OS2 in the gas phase at a distorted geometry (wB97M-V/def2-TZVPD).

Geometry as XYZ:
```
9
C2H2N2OS2, DFT wB97M-V/def2-TZVPD
S -1.859 -0.967 0.031
C -0.677 0.298 -0.010
N -0.997 1.554 -0.008
O 0.160 2.247 -0.024
N 1.220 1.458 0.036
C 0.729 0.243 -0.031
S 1.726 -1.217 -0.042
H -1.241 -1.786 -0.820
H 0.938 -1.829 0.868
```

Output
Lowest unoccupied orbital energy   0.394 eV
Energy relative to the best compared isomer or geometry (same formula, charge and spin)   176.2 kJ/mol
M   134.19 g/mol
Electronic energy   -1058.44657 Ha


Entry from the OMol25 dataset: 2 unconnected molecules or ions with the total composition C12H23BrN2O5PS at a distorted geometry (wB97M-V/def2-TZVPD).

Geometry as XYZ:
```
45
C12H23BrN2O5PS, DFT wB97M-V/def2-TZVPD
C -1.598 -0.748 4.659
C -2.569 0.449 4.391
C -3.581 0.156 3.357
C -4.918 -0.092 3.708
S -5.456 -0.113 5.377
C -5.771 -0.368 2.700
O -7.075 -0.590 2.958
C -5.347 -0.363 1.371
N -4.111 -0.136 1.061
N -3.276 0.098 2.065
P -1.507 0.370 1.578
O -1.651 1.448 0.408
Br -1.190 -1.466 0.419
H -0.584 -0.377 4.623
H -1.809 -1.169 5.629
H -1.729 -1.496 3.888
H -3.086 0.663 5.311
H -2.010 1.345 4.154
H -6.358 0.882 5.358
H -7.288 -1.531 2.934
H -6.044 -0.546 0.572
H -1.683 2.341 0.780
C 6.368 0.098 -2.716
O 5.144 0.663 -3.140
C 4.727 0.279 -4.439
C 3.268 -0.127 -4.483
O 2.935 -1.329 -3.805
C 2.992 -1.378 -2.391
C 1.957 -0.549 -1.656
O 2.195 0.842 -1.781
C 1.064 1.616 -2.111
H 7.213 0.712 -3.042
H 6.361 0.067 -1.626
H 6.493 -0.925 -3.083
H 5.341 -0.543 -4.819
H 4.855 1.144 -5.102
H 3.030 -0.326 -5.531
H 2.619 0.694 -4.174
H 3.997 -1.162 -2.026
H 2.791 -2.424 -2.141
H 2.010 -0.805 -0.589
H 0.958 -0.810 -2.026
H 0.420 1.103 -2.832
H 1.417 2.540 -2.569
H 0.484 1.865 -1.217
```

Output
Lowest unoccupied orbital energy   -4.760 eV
M   418.27 g/mol
Electronic energy   -4270.00652 Ha
Charge   +1


- Which of these has the lowest electronic energy?
  C26H49BBr2O12


- The highest M belongs to which entry?
  C26H49BBr2O12